# 1
C5H6O in the gas phase, computed with ωB97M-V/def2-TZVPD.

Last column: natural (NBO) charge in e.
Cartesian coordinates (Å):
C1 -0.58 0.74 0.65  -0.535
C2 0.38 -0.44 0.77  -0.252
C3 0.56 -1.35 -0.40  -0.110
O1 -1.07 -0.05 -1.57  -0.519
C4 -1.02 0.88 -0.80  0.450
C5 1.55 -0.55 -0.17  -0.245
H1 -0.15 1.68 1.04  0.220
H2 -1.51 0.58 1.22  0.239
H3 0.44 -0.90 1.75  0.183
H4 0.11 -2.17 -0.92  0.232
H5 -1.33 1.87 -1.16  0.114
H6 2.57 -0.31 -0.37  0.223

Properties
Energy above the lowest of the compared OMol25 structures with the same formula, charge and spin   279.4 kJ/mol
SMILES string   O=CCC1C=C1
HOMO energy   -0.3250 Ha
HOMO-LUMO gap   9.8 eV
Energy   -7326.389 eV
Maximum force   0.7 eV/A
LUMO level   1.00 eV



# 2
A molecular structure, C23H42N3OP2V in a non-equilibrium geometry, computed with ωB97M-V/def2-TZVPD.

Last column: Löwdin spin population.
Cartesian coordinates (Å):
V1 -0.13 0.21 0.13  1.550
P1 0.71 2.36 -0.24  0.002
P2 -1.75 -1.51 0.06  0.002
N1 -1.46 1.12 1.36  0.175
C1 -0.10 3.23 1.16  0.010
H1 0.68 3.65 1.80  0.001
H2 -0.70 4.08 0.80  0.000
C2 -1.01 2.34 2.03  0.021
H3 -0.58 2.18 3.05  0.009
H4 -1.93 2.89 2.27  0.000
C3 -2.31 0.27 2.20  0.021
H5 -3.18 0.89 2.46  -0.001
H6 -1.88 0.04 3.21  0.007
C4 -2.79 -1.00 1.49  0.010
H7 -3.84 -0.85 1.18  0.001
H8 -2.80 -1.82 2.23  0.000
C5 -1.33 -3.28 0.48  -0.001
C6 -0.17 -3.83 -0.36  0.000
H9 0.45 -4.49 0.27  0.000
H10 0.51 -3.05 -0.74  0.000
H11 -0.53 -4.44 -1.21  0.000
C7 -2.81 -1.56 -1.44  -0.002
C8 -2.15 -2.35 -2.58  0.000
H12 -2.74 -2.19 -3.49  0.000
H13 -2.13 -3.44 -2.39  0.000
H14 -1.12 -2.02 -2.78  0.000
C9 0.17 3.15 -1.81  -0.002
C10 1.05 2.75 -2.99  0.000
H15 0.58 3.13 -3.91  0.000
H16 1.14 1.66 -3.10  0.000
H17 2.06 3.18 -2.93  0.000
C11 2.52 2.78 -0.01  -0.001
C12 3.45 2.01 -0.96  0.000
H18 4.35 1.72 -0.41  0.000
H19 3.78 2.64 -1.78  0.000
H20 3.00 1.10 -1.37  0.001
C13 0.75 -0.48 -1.41  0.077
C14 -4.25 -2.02 -1.21  -0.001
H21 -4.32 -3.05 -0.86  0.000
H22 -4.77 -1.38 -0.49  0.000
H23 -4.79 -1.96 -2.16  0.000
C15 0.00 4.67 -1.74  -0.001
H24 -0.39 5.02 -2.71  0.000
H25 -0.72 4.97 -0.98  0.000
H26 0.94 5.19 -1.55  0.000
C16 2.82 4.29 -0.01  -0.001
H27 3.81 4.44 0.46  0.000
H28 2.87 4.69 -1.03  0.000
H29 2.07 4.87 0.54  0.000
C17 -2.51 -4.24 0.54  -0.001
H30 -2.85 -4.56 -0.46  0.000
H31 -2.21 -5.15 1.08  0.000
H32 -3.36 -3.84 1.10  0.000
H33 -0.96 -3.20 1.52  0.000
H34 2.69 2.46 1.04  0.000
H35 -2.81 -0.50 -1.73  -0.001
H36 -0.82 2.70 -1.95  -0.001
O1 1.45 -0.95 -2.23  0.097
H37 -1.46 0.99 -0.02  0.015
H38 -0.88 0.57 -1.05  -0.015
N2 5.02 -4.63 2.54  0.001
C18 4.25 -3.77 2.33  0.000
C19 3.28 -2.72 2.09  0.002
C20 3.66 -1.51 1.53  0.000
C21 2.71 -0.54 1.22  0.007
N3 1.40 -0.76 1.45  0.010
C22 1.06 -1.79 2.25  0.006
C23 1.95 -2.83 2.55  0.002
H39 4.71 -1.31 1.30  0.000
H40 3.01 0.38 0.69  0.001
H41 0.03 -1.87 2.58  0.001
H42 1.60 -3.72 3.07  0.000

Properties
⟨S²⟩   2.025
Charge   +2
Energy above the lowest of the compared OMol25 structures with the same formula, charge and spin   0.0 kJ/mol
HOMO energy (spin up / spin down)   -0.5559 / -0.5674 Ha
Multiplicity   3
HOMO-LUMO gap (spin up / spin down)   7.2 / 7.8 eV
Energy   -75297.588 eV
Maximum force   8.0 eV/A
LUMO level (spin up / spin down)   -7.97 / -7.67 eV



Which value of energy above the lowest of the compared OMol25 structures with the same formula, charge and spin does entry 2 give?
0.0 kJ/mol